[1]
{
  "formula": "C2H2CrF",
  "method": "the ωB97M-V functional and the def2-TZVPD basis",
  "charge": 1,
  "s_squared": 6.125,
  "orbital_gap_ev": [6.6968, 7.8952],
  "homo_energy_ev": [-14.30, -14.64],
  "multiplicity": 5,
  "species": ["F", "H", "C", "C", "H", "Cr"],
  "xyz": [[-2.8965, 1.8686, -0.0775], [-1.2200, 0.1046, -0.1017], [-0.6752, 1.0670, 0.0693], [-1.5208, 2.0863, 0.1012], [-1.3149, 3.1535, -0.0168], [1.3714, 1.3221, -0.0494]],
  "mulliken_spin": [0.00, 0.00, -0.32, 0.12, 0.00, 4.21]
}

---

[2]
{
  "formula": "C7H28F2Mn2N14O9P",
  "method": "the ωB97M-V functional and the def2-TZVPD basis",
  "charge": 3,
  "s_squared": 30.006,
  "orbital_gap_ev": [6.6230, 6.5819],
  "homo_energy_ev": [-15.43, -15.43],
  "multiplicity": 11,
  "species": ["Mn", "Mn", "O", "P", "O", "F", "F", "C", "O", "N", "N", "H", "H", "H", "H", "C", "O", "N", "N", "H", "H", "H", "H", "C", "O", "N", "N", "H", "H", "H", "H", "C", "O", "N", "N", "H", "H", "H", "H", "C", "O", "N", "N", "H", "H", "H", "H", "C", "O", "N", "N", "H", "H", "H", "H", "C", "O", "N", "N", "H", "H", "H", "H"],
  "xyz": [[-5.5208, 3.2370, -20.4644], [-9.1875, 5.6666, -24.8719], [-7.1005, 4.4559, -21.0973], [-8.1852, 5.3703, -21.5245], [-8.8289, 5.2346, -22.8558], [-7.5640, 6.8224, -21.5112], [-9.2184, 5.5143, -20.3793], [-6.8492, 0.4662, -20.5814], [-6.6152, 1.5996, -21.0735], [-7.9185, 0.2668, -19.7890], [-5.9745, -0.5587, -20.6656], [-8.0928, -0.6493, -19.4141], [-8.5634, 1.0260, -19.6893], [-5.2313, -0.3917, -21.3224], [-5.9862, -1.2439, -19.9315], [-7.2240, 3.4565, -17.5993], [-6.4661, 3.0218, -18.4776], [-8.5434, 3.5326, -17.8271], [-6.8349, 3.8979, -16.3938], [-8.9554, 3.2944, -18.7074], [-9.1753, 3.8378, -17.1070], [-5.8725, 3.8931, -16.1083], [-7.5708, 4.0542, -15.7264], [-6.9825, 8.0833, -25.0395], [-7.7341, 7.0918, -24.9621], [-6.9056, 8.9928, -24.0264], [-6.2656, 8.4076, -26.1519], [-7.1695, 8.5259, -23.1666], [-6.0456, 9.5222, -24.0430], [-6.4653, 9.2929, -26.6048], [-6.2560, 7.6959, -26.8728], [-4.1269, 5.8405, -19.1962], [-4.4625, 4.7154, -19.6035], [-4.7261, 6.9718, -19.5979], [-3.1871, 6.0546, -18.2661], [-5.5183, 7.1342, -20.1919], [-4.2537, 7.8220, -19.3323], [-3.1627, 6.8877, -17.7037], [-2.4776, 5.3664, -18.0738], [-12.2215, 7.1095, -18.6233], [-12.7781, 7.5223, -17.6272], [-12.0939, 7.8619, -19.7533], [-11.4653, 5.9931, -18.6129], [-12.6129, 8.7181, -19.8179], [-11.6247, 7.4176, -20.5171], [-10.8048, 5.9142, -19.3680], [-11.4844, 5.3689, -17.8332], [-9.4372, 10.8252, -22.2352], [-10.3124, 10.3331, -22.9341], [-8.7805, 10.1109, -21.2604], [-9.1174, 12.1413, -22.2402], [-8.7688, 9.1276, -21.4534], [-8.3343, 10.5850, -20.4990], [-8.3653, 12.4303, -21.6384], [-9.2701, 12.7256, -23.0444], [-11.7348, 6.9121, -23.5520], [-10.6693, 6.8455, -24.2138], [-11.9751, 7.9316, -22.7215], [-12.6555, 5.9342, -23.4926], [-11.3301, 8.6834, -22.4953], [-12.9008, 7.9809, -22.3290], [-13.5762, 6.2123, -23.1905], [-12.5987, 5.0654, -23.9932]],
  "mulliken_spin": [4.87, 4.85, 0.00, 0.02, 0.01, 0.00, 0.00, 0.00, 0.04, 0.00, 0.00, 0.00, 0.00, 0.00, 0.00, 0.01, 0.02, 0.00, 0.00, 0.00, 0.00, 0.00, 0.00, 0.01, 0.03, 0.01, 0.00, 0.00, 0.00, 0.00, 0.00, 0.01, 0.04, 0.01, 0.00, 0.00, 0.00, 0.00, 0.00, 0.00, 0.00, 0.00, 0.00, 0.00, 0.00, 0.00, 0.00, 0.00, 0.00, 0.00, 0.00, 0.00, 0.00, 0.00, 0.00, 0.00, 0.05, 0.01, 0.01, 0.00, 0.00, 0.00, 0.00]
}

---

[3]
{
  "formula": "C23H20Cl2N4O3PdSe",
  "method": "the ωB97M-V functional and the def2-TZVPD basis",
  "orbital_gap_ev": 6.2912,
  "homo_energy_ev": -8.00,
  "species": ["Pd", "Cl", "C", "Cl", "H", "H", "O", "C", "N", "C", "C", "O", "N", "C", "C", "C", "C", "C", "C", "C", "C", "C", "C", "C", "C", "H", "H", "H", "H", "H", "H", "H", "H", "H", "H", "H", "O", "Se", "C", "N", "N", "C", "C", "C", "C", "C", "C", "H", "H", "H", "H", "H", "H", "H"],
  "xyz": [[0.8866, -0.5578, -1.8899], [-0.7672, -0.3948, -4.5967], [-2.1953, 0.4818, -4.0084], [-2.0136, 0.7883, -2.2923], [-3.0669, -0.1393, -4.1738], [-2.2505, 1.4222, -4.5426], [1.8829, 2.4549, -1.4742], [1.1885, 2.0538, -0.5628], [0.9179, 2.6782, 0.6196], [0.0272, 1.9113, 1.4707], [-0.2010, 0.6609, 0.5753], [-0.8970, -0.2883, 0.8610], [0.5131, 0.8393, -0.5644], [0.6967, 1.4309, 2.7556], [-0.0839, 0.8770, 3.7659], [0.5102, 0.3874, 4.9165], [1.8895, 0.4450, 5.0703], [2.6695, 0.9891, 4.0633], [2.0758, 1.4762, 2.9057], [-1.2524, 2.6871, 1.7544], [-1.1589, 3.8196, 2.5609], [-2.2718, 4.6026, 2.8119], [-3.5012, 4.2558, 2.2652], [-3.6031, 3.1248, 1.4734], [-2.4837, 2.3413, 1.2174], [1.1863, 3.6318, 0.7845], [-1.1581, 0.8262, 3.6435], [-0.1049, -0.0424, 5.6965], [2.3524, 0.0640, 5.9713], [3.7455, 1.0319, 4.1715], [2.6892, 1.8868, 2.1149], [-0.2054, 4.0784, 3.0087], [-2.1833, 5.4798, 3.4397], [-4.3750, 4.8625, 2.4637], [-4.5599, 2.8423, 1.0532], [-2.5807, 1.4456, 0.6192], [2.2543, -1.2267, -0.5429], [5.5786, -2.3492, -2.8750], [4.2750, -1.8325, -1.7791], [3.3936, -1.4863, -1.1075], [1.4087, -2.1395, -3.1755], [0.6073, -3.3390, -3.0326], [0.4285, -3.8682, -1.7628], [-0.3327, -5.0163, -1.6129], [-0.9151, -5.6214, -2.7182], [-0.7330, -5.0789, -3.9807], [0.0337, -3.9343, -4.1428], [1.4052, -1.8326, -4.1437], [2.3881, -2.3454, -2.9747], [0.8753, -3.3776, -0.9060], [-0.4755, -5.4334, -0.6253], [-1.5120, -6.5149, -2.5946], [-1.1832, -5.5477, -4.8454], [0.1859, -3.5101, -5.1287]],
  "lowdin_charge": [0.97, 0.57, -0.96, 0.62, 0.03, 0.03, 0.05, -0.57, 0.16, -0.27, -0.48, 0.06, -0.04, -0.15, -0.02, -0.07, -0.09, -0.08, -0.02, -0.15, -0.03, -0.08, -0.09, -0.07, -0.02, 0.16, 0.12, 0.10, 0.10, 0.10, 0.11, 0.12, 0.10, 0.10, 0.10, 0.09, -0.20, 0.53, -0.77, -0.12, -0.03, -0.30, -0.03, -0.06, -0.08, -0.08, -0.05, 0.07, 0.06, 0.11, 0.11, 0.10, 0.11, 0.11]
}

---

[4]
{
  "formula": "C4H6NO2",
  "method": "the ωB97M-V functional and the def2-TZVPD basis",
  "charge": 1,
  "smiles": "O=[N+]1CCC=CO1",
  "orbital_gap_ev": [8.1559, 8.1569],
  "homo_energy_ev": [-14.98, -14.98],
  "species": ["O", "N", "C", "C", "C", "C", "O", "H", "H", "H", "H", "H", "H"],
  "xyz": [[2.6320, -0.7107, 0.2179], [1.5743, -0.2614, -0.0612], [0.4110, -1.0342, -0.4066], [-0.9562, -0.5713, 0.4389], [-1.0995, 0.8971, 0.1429], [0.0904, 1.5138, -0.1193], [1.3740, 1.0091, -0.0569], [0.3270, -2.1618, -0.3482], [0.1159, -0.7318, -1.3835], [-0.9744, -0.7239, 1.5669], [-1.7917, -1.2641, 0.1886], [-1.9292, 1.4719, 0.0976], [0.2264, 2.5673, -0.2771]],
  "lowdin_charge": [0.30, -0.18, 0.00, -0.08, 0.01, -0.04, 0.14, 0.18, 0.14, 0.15, 0.14, 0.09, 0.14]
}

---

Calculated values (eV) of ΔE to the lowest compared entry with this formula, charge and spin for the records, taken in order: 0.160 0.973 0.000 5.066.
Calculated values (eV/Å) of F_max for the records, taken in order: 2.47 2.86 0.48 5.86.